Density functional theory data (the ωB97M-V functional and the def2-TZVPD basis) for a structure of composition C5H12S.

LUMO energy in eV: 0.52
Kohn-Sham gap in eV: 9.214

The geometry in ORCA input format:
```
! RIJCOSX wB97M-V def2-TZVPD def2/J DEFGRID3
* xyz 0 1
C -1.37 1.45 0.75
C 0.05 -1.44 0.73
C 1.61 -0.38 -0.91
C 0.09 1.14 0.29
C 0.29 -0.31 -0.12
S -1.08 -0.57 -1.93
H -1.40 2.52 0.94
H -1.72 0.86 1.50
H -1.89 1.26 -0.22
H 0.93 -2.08 0.61
H 0.36 -1.16 1.76
H -0.87 -1.94 0.63
H 2.24 -0.97 -0.28
H 1.60 -0.85 -1.91
H 2.11 0.61 -0.97
H 0.73 1.54 1.03
H 0.23 1.76 -0.57
H -1.90 -1.44 -1.30
*
```

Density functional theory data (the ωB97M-V functional and the def2-TZVPD basis) for a cluster of 2 separate species, C5H12S in total.

LUMO energy in eV: 0.83
Kohn-Sham gap in eV: 9.688
SMILES: C=CC.CCS

The geometry in ORCA input format:
```
! RIJCOSX wB97M-V def2-TZVPD def2/J DEFGRID3
* xyz 0 1
C -1.85 0.49 -0.79
C -0.78 -0.16 0.18
S -1.76 -0.63 1.70
H -2.85 0.16 -0.73
H -1.39 0.43 -1.82
H -1.86 1.65 -0.68
H -0.18 -1.12 -0.21
H 0.16 0.46 0.40
H -2.12 -2.00 1.88
C 2.57 -0.56 -0.18
C 1.92 0.19 -1.45
C 1.98 1.61 -1.36
H 3.50 -0.10 0.15
H 1.86 -1.02 0.53
H 3.06 -1.54 -0.44
H 1.35 -0.30 -2.22
H 1.57 2.22 -2.09
H 2.02 1.95 -0.43
*
```

Density functional theory data (the ωB97M-V functional and the def2-TZVPD basis) for the ion C5H12S with charge +1.

LUMO energy (alpha / beta) in eV: -3.17 / -8.23
Kohn-Sham gap (alpha / beta) in eV: 12.230 / 7.157
⟨S²⟩: 0.753

The geometry in ORCA input format:
```
! RIJCOSX wB97M-V def2-TZVPD def2/J DEFGRID3
* xyz 1 2
C -1.59 1.30 1.74
C -0.15 0.77 1.48
C 0.37 1.16 0.08
C 0.99 -0.03 -0.64
S -0.27 -1.29 -0.90
C 0.47 -2.40 -2.07
H -2.33 0.53 1.56
H -1.60 1.69 2.76
H -1.75 2.22 1.18
H -0.26 -0.32 1.54
H 0.52 1.10 2.26
H 1.06 2.00 0.15
H -0.44 1.50 -0.52
H 1.35 0.17 -1.65
H 1.76 -0.47 0.01
H 1.45 -2.10 -2.46
H -0.26 -2.44 -2.88
H 0.68 -3.39 -1.66
*
```

Density functional theory data (the ωB97M-V functional and the def2-TZVPD basis) for a cluster of 2 separate species, C5H12S2 in total.

LUMO energy (alpha / beta) in eV: -3.32 / -3.36
Kohn-Sham gap (alpha / beta) in eV: 4.655 / 4.506

The geometry in ORCA input format:
```
! RIJCOSX wB97M-V def2-TZVPD def2/J DEFGRID3
* xyz 0 1
C -2.13 -0.46 -0.78
C -1.32 0.23 1.61
C -0.33 1.21 -0.55
C 4.00 -0.87 -0.25
C -0.99 -0.05 0.08
S 3.16 0.61 0.28
S 0.15 -1.46 0.30
H -2.91 -1.09 -0.16
H -2.72 0.55 -1.05
H -1.68 -0.91 -1.74
H -0.75 0.91 2.16
H -1.34 -0.70 2.09
H -2.47 0.51 1.60
H -0.97 2.06 -0.65
H 0.47 1.50 -0.01
H 0.16 0.82 -1.41
H 3.36 -1.63 -0.76
H 4.38 -1.56 0.53
H 4.76 -0.69 -0.87
*
```

Density functional theory data (the ωB97M-V functional and the def2-TZVPD basis) for a structure of composition C5H12S4.

LUMO energy in eV: 0.34
Kohn-Sham gap in eV: 9.124

The geometry in ORCA input format:
```
! RIJCOSX wB97M-V def2-TZVPD def2/J DEFGRID3
* xyz 0 1
C 0.61 1.29 0.98
C 0.49 0.99 -1.48
C 1.20 -0.96 -0.09
C 0.45 0.27 -0.13
C -1.48 -0.30 -0.10
S 3.09 -0.95 0.16
S -1.51 -1.61 -1.43
S -1.70 -1.15 1.57
S -2.66 0.98 -0.30
H 1.32 2.13 0.82
H -0.45 1.71 1.05
H 0.81 0.81 1.96
H 0.05 0.26 -2.29
H -0.20 1.86 -1.38
H 1.61 1.21 -1.71
H 0.80 -1.81 0.68
H 1.23 -1.40 -1.00
H 3.06 -0.84 1.53
H -2.84 -1.69 -1.07
H -0.94 -2.09 1.23
H -2.93 1.27 1.01
*
```

Density functional theory data (the ωB97M-V functional and the def2-TZVPD basis) for an isolated molecule of C5H12Si.

LUMO energy in eV: 1.10
Kohn-Sham gap in eV: 9.912
SMILES: C=C[C@@H](C)[SiH2]C

The geometry in ORCA input format:
```
! RIJCOSX wB97M-V def2-TZVPD def2/J DEFGRID3
* xyz 0 1
C -1.67 1.83 0.17
C -1.02 0.78 -0.26
C -1.20 -1.92 -0.06
C 2.17 1.16 -0.08
C -0.52 -0.38 0.49
Si 1.35 -0.68 -0.09
H -1.88 2.48 -0.62
H -1.92 1.89 1.15
H -0.79 0.61 -1.38
H -0.60 -2.47 -0.87
H -1.16 -2.65 0.78
H -2.16 -1.67 -0.36
H 3.10 1.08 0.37
H 2.17 1.54 -1.06
H 1.50 1.69 0.47
H -0.62 -0.22 1.50
H 1.87 -1.57 1.10
H 1.40 -1.50 -1.26
*
```